(A)
ORCA calculation (the ωB97M-V functional and the def2-TZVPD basis) on the ion C3H7NO with charge -1.

Calculated values
**Frontier orbital gap (spin up / spin down)**: 4.628 / 7.801 eV
**Total charge**: -1
**Spin multiplicity**: 2

Element x y z (Å)
C1 -0.21 -0.15 -0.22
H1 -0.86 -2.04 0.35
H2 -0.87 -0.30 -1.10
O1 -2.10 0.46 1.17
H3 1.14 0.50 -1.78
H4 -0.71 1.86 0.58
H5 0.28 -1.37 1.32
H6 1.24 1.47 -0.30
N1 -0.01 -1.49 0.36
C2 1.13 0.46 -0.70
C3 -0.96 0.79 0.69
H7 1.94 -0.19 -0.37

These are the Löwdin partial charges, in e, on atoms 1 to 6: C -0.528; H 0.036; H 0.107; O -0.229; H 0.041; H 0.043



(B)
ORCA calculation (the ωB97M-V functional and the def2-TZVPD basis) on a cluster of 2 separate species, C3H7NO in total.

Calculated values
**Frontier orbital gap (spin up / spin down)**: 3.152 / 7.155 eV
**Total charge**: -1
**Spin multiplicity**: 2

Element x y z (Å)
C1 -0.86 0.55 -0.61
H1 -1.91 1.95 0.49
H2 -0.20 1.26 -2.28
O1 -0.27 1.59 -1.40
H3 1.34 -0.07 -0.19
N1 1.01 -1.91 0.71
C2 -1.80 0.91 0.23
H4 1.69 -2.75 1.05
H5 -2.32 0.10 0.78
H6 -0.55 -0.49 -0.67
C3 1.56 -0.79 0.59
H7 2.31 -0.34 1.31

These are the Löwdin partial charges, in e, on atoms 1 to 6: C -0.298; H 0.045; H 0.049; O -0.119; H -0.070; N -0.202



(C)
ORCA calculation (the ωB97M-V functional and the def2-TZVPD basis) on a cluster of 2 separate species, C3H7NO in total.

Calculated values
**Frontier orbital gap (spin up / spin down)**: 3.808 / 6.848 eV
**Total charge**: -1
**Spin multiplicity**: 2

Element x y z (Å)
C1 2.44 0.98 0.66
H1 1.76 1.52 -0.04
H2 -1.85 0.96 0.43
H3 -1.90 -1.81 -0.84
C2 -1.46 -0.91 -0.42
O1 3.17 0.00 0.25
H4 0.31 0.08 -0.50
N1 -0.29 -0.53 -1.07
H5 2.60 1.56 1.59
C3 -2.11 -0.09 0.41
H6 -2.99 -0.48 0.90
H7 0.31 -1.28 -1.37

These are the Löwdin partial charges, in e, on atoms 1 to 6: C -0.462; H -0.040; H 0.040; H 0.089; C -0.323; O -0.361



What are the relative energies? In kcal/mol: (A) 0.0; (B) 67.0; (C) 24.7.



(A)
ORCA calculation (the ωB97M-V functional and the def2-TZVPD basis) on a structure of composition C27H28BN10Ru.

Calculated values
**Frontier orbital gap (spin up / spin down)**: 9.101 / 7.422 eV
**Total charge**: +2
**Spin multiplicity**: 2

Element x y z (Å)
C1 -0.80 3.31 -2.91
C2 1.60 -1.40 2.26
B1 0.73 3.08 -0.81
C3 1.04 -2.69 -3.26
H1 1.40 -2.65 -4.28
H2 -0.56 4.35 -3.06
H3 -6.21 0.49 1.14
Ru1 -0.35 0.17 -0.29
C4 0.30 3.72 1.69
C5 -0.37 3.13 2.74
N1 0.21 2.92 0.62
C6 0.68 -3.83 -1.19
H4 3.01 1.21 0.94
H5 -5.43 1.17 -1.15
C7 1.19 -3.83 -2.48
H6 -1.45 1.19 2.69
C8 -3.47 0.45 -0.81
N2 -0.75 -1.55 1.42
H7 4.78 -1.93 3.24
H8 -2.54 -2.40 2.16
C9 0.02 -2.71 -0.72
H9 -1.91 2.58 -4.68
H10 2.51 -2.96 3.43
H11 4.59 0.62 -2.14
N3 -0.06 -1.58 -1.45
H12 -4.58 -0.74 2.59
C10 3.93 -1.47 2.78
N4 -0.51 1.83 0.93
H13 -0.56 -3.65 1.10
C11 4.05 -0.26 2.10
H14 0.75 -4.71 -0.57
N5 -0.79 1.39 -1.85
C12 2.67 -2.04 2.87
C13 -0.79 -2.75 0.53
C14 -3.01 -0.59 1.16
C15 2.59 -0.01 -1.40
H15 0.82 4.67 1.63
C16 -2.09 -1.41 2.01
C17 -1.41 1.20 -3.02
N6 1.73 -0.29 1.54
C18 -1.46 2.40 -3.72
C19 -4.77 0.68 -0.45
H16 -0.50 3.52 3.73
H17 1.14 4.17 -1.04
C20 0.18 -1.77 2.55
N7 -0.41 2.68 -1.79
H18 -1.82 -2.86 0.18
H19 0.37 -0.66 -3.25
H20 -2.02 -0.97 3.00
C21 3.08 2.13 -1.55
H21 1.69 -4.70 -2.87
H22 2.60 -1.08 -1.37
C22 2.94 0.27 1.49
N8 1.83 2.00 -1.07
H23 0.08 -2.78 2.93
C23 3.61 0.87 -1.77
N9 -2.56 -0.16 -0.03
H24 -3.14 0.77 -1.78
C24 -0.85 1.94 2.22
H25 5.00 0.25 2.04
H26 3.50 3.11 -1.71
C25 0.44 -1.58 -2.70
H27 -1.77 0.23 -3.31
H28 -0.12 -1.09 3.35
C26 -4.30 -0.37 1.61
C27 -5.20 0.29 0.81
N10 1.52 0.68 -1.00

These are the Löwdin partial charges, in e, on atoms 1 to 6: C -0.016; C -0.271; B -0.466; C -0.018; H 0.127; H 0.142



(B)
ORCA calculation (the ωB97M-V functional and the def2-TZVPD basis) on a structure of composition C27H28BN10Ru.

Calculated values
**Frontier orbital gap (spin up / spin down)**: 7.732 / 8.115 eV
**Total charge**: +2
**Spin multiplicity**: 2

Element x y z (Å)
H1 1.23 -0.78 -3.27
H2 0.61 1.25 2.77
H3 2.47 -2.84 -1.67
N1 -2.18 -0.48 0.51
H4 0.73 4.92 -2.38
H5 -1.55 5.19 1.35
Ru1 -0.12 0.12 -0.11
B1 -2.79 1.37 -1.09
C1 -2.80 -1.38 1.28
H6 1.74 -4.81 -0.31
H7 -0.65 -1.96 -3.35
C2 1.27 -4.11 0.36
N2 -1.10 2.03 0.65
C3 1.62 1.18 2.38
H8 -2.69 1.78 -3.90
C4 -1.55 4.20 0.94
N3 1.88 -0.83 -1.28
H9 -1.65 -0.35 -5.28
H10 -3.76 1.85 -1.57
C5 0.24 -3.58 2.46
C6 3.12 -0.54 -0.53
N4 0.54 -1.90 0.80
C7 1.32 3.31 -3.70
H11 1.99 1.51 -4.66
C8 -4.34 -0.21 0.25
N5 -3.13 0.23 -0.13
H12 -0.12 3.05 2.20
C9 1.60 -2.27 -1.33
C10 1.64 1.97 -3.75
H13 0.52 3.43 -0.43
N6 -1.91 0.74 -2.23
H14 0.91 -5.55 1.91
H15 3.56 -1.48 -0.18
C11 0.81 -4.52 1.60
N7 1.06 1.72 -1.45
N8 -1.25 -0.43 -2.03
C12 -1.62 -0.16 -4.22
H16 1.40 3.93 -4.59
C13 -2.14 0.92 -3.54
C14 2.69 1.71 3.05
C15 4.08 0.87 1.30
H17 -0.31 -1.50 2.64
C16 0.12 -2.28 2.01
C17 2.95 0.33 0.69
C18 0.81 3.03 -1.40
H18 2.55 2.23 3.99
C19 3.96 1.57 2.48
H19 0.79 -2.44 -2.05
C20 -2.31 3.71 -0.11
H20 -2.25 -2.08 1.88
N9 1.74 0.52 1.22
C21 -1.08 -0.97 -3.23
C22 1.91 -0.24 -2.61
C23 1.13 -2.78 0.00
H21 5.06 0.72 0.85
N10 -2.01 2.41 -0.28
C24 1.51 1.21 -2.60
H22 -5.24 0.23 -0.14
C25 -0.81 3.11 1.38
H23 3.85 -0.08 -1.18
C26 0.94 3.86 -2.49
H24 4.83 1.99 2.97
H25 -0.10 -3.85 3.45
H26 2.91 -0.33 -3.06
H27 -3.03 4.20 -0.73
C27 -4.18 -1.24 1.15
H28 -4.94 -1.81 1.65

These are the Löwdin partial charges, in e, on atoms 1 to 6: H 0.102; H 0.102; H 0.148; N -0.052; H 0.123; H 0.116



What are the relative energies? In kcal/mol: (A) 0.0; (B) 46.8.



(A)
ORCA calculation (the ωB97M-V functional and the def2-TZVPD basis) on a cluster of 2 separate species, C3H9OS in total.

Calculated values
**Frontier orbital gap**: 6.713 eV
**Total charge**: -1
**Spin multiplicity**: 1

Element x y z (Å)
H1 0.79 1.57 -1.08
H2 -0.54 0.62 0.21
C1 0.92 1.83 0.01
H3 3.10 1.35 0.24
C2 -2.24 -2.58 -0.59
H4 0.94 2.93 0.11
H5 1.84 0.08 0.51
H6 -1.54 -3.14 0.04
O1 -0.31 1.51 0.67
C3 2.11 1.12 0.66
H7 -2.51 -3.16 -1.49
H8 2.00 1.24 1.71
S1 -1.42 -0.93 -0.96
H9 -3.15 -2.45 -0.03

These are the Löwdin partial charges, in e, on atoms 1 to 6: H 0.109; H -0.104; C -0.370; H 0.067; C -0.665; H 0.090



(B)
ORCA calculation (the ωB97M-V functional and the def2-TZVPD basis) on a cluster of 2 separate species, C3H9OS in total.

Calculated values
**Frontier orbital gap**: 6.073 eV
**Total charge**: -1
**Spin multiplicity**: 1

Element x y z (Å)
O1 -0.69 0.81 -0.79
H1 2.51 -2.10 0.79
C1 -0.82 2.84 -1.84
H2 0.23 2.61 0.06
C2 -0.62 2.20 -0.53
H3 -0.71 3.91 -1.77
H4 1.85 -1.63 2.44
H5 -1.65 2.58 -2.41
H6 -0.50 0.12 -0.11
H7 0.02 2.66 -2.55
H8 -1.39 2.45 0.12
S1 0.12 -1.85 0.79
H9 1.68 -3.49 1.89
C3 1.70 -2.36 1.57

These are the Löwdin partial charges, in e, on atoms 1 to 6: O -0.146; H -0.013; C -0.121; H 0.118; C -0.355; H 0.057



(C)
ORCA calculation (the ωB97M-V functional and the def2-TZVPD basis) on a cluster of 2 separate species, C3H9OS in total.

Calculated values
**Frontier orbital gap**: 6.731 eV
**Total charge**: -1
**Spin multiplicity**: 1

Element x y z (Å)
C1 0.25 0.10 -0.33
H1 -2.16 1.06 -0.54
C2 -1.14 -0.72 -0.25
H2 -0.83 -1.57 0.42
H3 0.94 -0.45 -0.97
H4 0.08 0.97 -1.00
H5 4.28 0.08 0.61
O1 3.65 0.12 -0.11
H6 -3.16 -0.27 0.25
C3 -2.23 0.28 0.19
S1 0.92 0.44 1.32
H7 -1.98 0.58 1.26
H8 2.89 0.59 0.34
H9 -1.51 -1.21 -1.18

These are the Löwdin partial charges, in e, on atoms 1 to 6: C -0.760; H 0.051; C -0.368; H 0.079; H 0.024; H 0.042



What are the relative energies? In kcal/mol: (A) 7.0; (B) 20.9; (C) 0.0.